Entry 1:
A gas-phase ion, C7H11FN3O2 (charge +1) in a non-equilibrium geometry, computed with ωB97M-V/def2-TZVPD.

Results
- charge = +1
- highest occupied orbital energy (alpha / beta) (eV) = -14.08 / -14.08
- HOMO-LUMO gap (alpha / beta) (eV) = 9.51 / 9.51
- energy (eV) = -18709.33626

Geometry as XYZ:
```
24
Properties=species:S:1:pos:R:3:forces:R:3
C -1.55575 0.24711 -0.59092 1.661 0.271 0.882
C -2.64068 -0.37920 1.48517 0.318 -1.087 -2.949
C 1.22304 -1.13745 -0.78044 -0.089 -3.304 0.583
C 2.23241 -0.06335 -0.81405 -1.494 2.067 -1.436
C 0.24827 -1.13917 0.41211 3.928 -0.666 1.238
C 1.53406 1.32543 -0.88982 1.037 -0.595 0.793
C -0.28207 0.16157 0.29003 -4.907 0.671 4.254
N -2.57970 -0.35514 0.03508 -0.571 0.940 -0.738
N -1.46669 0.21858 1.91389 2.143 1.759 -2.332
N 0.55638 1.37628 0.29672 -2.864 0.646 -2.015
O -1.51979 0.77889 -1.66390 -0.121 0.417 -0.793
O -3.58081 -0.89324 1.96076 -0.525 -0.198 2.001
F -0.81504 -0.42811 2.90003 -0.039 -0.547 0.771
H 0.52757 -1.10450 -1.56099 -0.412 0.163 -2.114
H 1.71852 -2.14616 -0.84397 -0.401 0.980 0.067
H 2.94299 -0.19331 -0.07899 1.600 0.103 1.756
H 2.68849 -0.12867 -1.76589 1.013 -0.214 -0.925
H -0.49952 -1.90756 0.38218 -0.262 -0.294 -0.165
H 0.89181 -1.25749 1.32653 -0.863 0.116 -0.407
H 2.10244 2.26623 -0.79169 0.224 -0.753 -0.140
H 1.00290 1.33302 -1.85118 -0.476 0.244 0.682
H -3.43307 -0.33289 -0.52973 -0.028 -0.288 0.665
H 0.90760 1.73511 1.20100 0.040 -0.702 -0.381
H -0.20334 2.02402 -0.04194 1.092 0.271 0.703
```
Forces are in eV/Å.

Atomic partial charges in e from the Mulliken method, atoms 1 to 8: 0.2788, 0.3116, -0.7673, -0.6183, -0.4432, -0.4839, -0.1615, -0.0960

=====

Entry 2:
A molecular structure, C25H32AlF32O5Si in a non-equilibrium geometry, computed with ωB97M-V/def2-TZVPD.

Results
- charge = -1
- highest occupied orbital energy (eV) = -4.79
- HOMO-LUMO gap (eV) = 6.64
- energy (eV) = -138116.68613

Geometry as XYZ:
```
96
Properties=species:S:1:pos:R:3:forces:R:3
C 1.62826 -0.12491 1.81708 0.409 -0.624 -0.149
Si 0.71595 1.32958 0.94299 -0.599 -0.801 -0.076
C 1.79519 2.15273 -0.41929 -0.174 0.230 -0.198
C 0.38446 2.63433 2.29290 -0.599 0.722 -0.532
O -0.72072 0.63560 0.27444 1.743 1.036 1.402
C -1.88119 1.12901 1.01004 -2.528 -0.163 -1.075
C -3.25451 0.54503 0.47282 1.147 0.568 -0.166
Al -4.72257 1.66569 1.43158 0.590 0.024 -0.261
H 2.71060 -0.16241 1.50112 -0.870 0.115 0.556
H 1.54124 -0.06862 2.93723 0.251 0.091 -1.045
H 1.19293 -1.12157 1.53009 0.209 0.946 0.127
H 2.35148 3.02924 0.01681 -0.295 -0.963 -0.343
H 1.13602 2.58990 -1.21685 0.496 -0.500 0.650
H 2.50246 1.43074 -0.90553 -0.525 0.705 0.418
H 1.30019 3.18087 2.63448 -0.628 -0.717 -0.159
H -0.20384 2.21830 3.14638 0.621 0.370 -0.571
H -0.26902 3.42059 1.81430 0.526 -0.644 0.576
H -1.86073 0.90301 2.10740 0.456 0.312 -0.767
H -1.94697 2.23220 0.80006 0.098 -0.946 0.687
H -3.25513 0.73901 -0.64099 -0.127 -0.322 0.970
H -3.35411 -0.55486 0.65809 0.259 0.742 -0.161
H -5.93997 2.03407 0.46865 -0.374 -0.105 -0.240
H -4.01945 3.07566 1.82284 0.203 0.217 0.047
H -5.13292 0.96386 2.80437 -0.096 -0.237 0.343
C 3.04435 -3.20698 0.06250 0.053 -0.073 0.648
C 3.13610 -2.73758 -1.41301 0.510 -0.555 0.509
C 1.99624 -3.15058 -2.35782 -0.562 0.572 -0.469
F 1.79688 -4.47427 -2.43361 0.267 -0.406 0.300
F 2.27646 -2.73596 -3.62006 0.271 0.181 0.135
F 4.34367 -3.10746 -1.90624 -0.015 -0.142 -0.261
F 3.14250 -1.37836 -1.39427 -0.324 -0.025 0.054
O 3.74278 -4.41200 0.45899 -0.262 -0.463 -1.096
C 3.18720 -5.68080 0.22845 -0.344 1.752 0.734
C 3.95090 -6.48946 -0.83348 0.442 -0.386 -0.197
F 4.12883 -5.81157 -1.98031 -0.170 0.323 -0.001
F 3.27331 -7.61916 -1.14095 -0.191 0.018 0.264
F 1.87734 -5.55670 -0.02674 -0.077 -0.329 -0.428
F 3.27221 -6.34561 1.39784 0.340 -0.296 -0.094
H 3.54461 -2.43498 0.65069 0.074 -0.059 -0.217
H 2.01658 -3.20757 0.42729 -0.062 -0.177 -0.282
H 1.05649 -2.67984 -2.05120 0.132 0.084 0.150
H 4.93911 -6.76619 -0.46032 -0.067 0.051 0.234
C -8.24279 -3.07387 -0.30644 -0.228 -0.612 -0.239
C -7.40835 -2.04435 0.49925 0.128 0.237 -1.088
C -8.14362 -1.12197 1.48594 0.391 0.348 0.923
F -9.11722 -0.38656 0.92533 -0.377 -0.136 -0.615
F -7.27251 -0.24993 2.02803 0.018 -0.472 -0.139
F -6.66387 -1.33395 -0.36870 -0.169 0.176 0.072
F -6.52745 -2.77311 1.24421 -0.335 -0.162 0.263
O -8.68113 -2.76024 -1.64904 -0.231 1.124 0.371
C -9.83234 -1.98815 -1.87328 0.808 -1.433 0.910
C -9.52602 -0.59837 -2.45556 0.267 0.483 -0.383
F -8.61562 0.07393 -1.74436 0.080 -0.225 0.346
F -10.65136 0.15616 -2.48125 -0.279 -0.280 0.010
F -10.57321 -1.95448 -0.75456 -0.158 0.509 0.066
F -10.56795 -2.66934 -2.77883 0.033 0.219 -0.344
H -7.56887 -3.91815 -0.46736 0.073 0.232 -0.050
H -9.06399 -3.48020 0.28659 -0.093 0.318 0.038
H -8.58434 -1.70574 2.30215 0.023 -0.193 -0.129
H -9.14384 -0.69046 -3.47459 -0.112 -0.251 -0.036
C 6.32693 -2.96186 -4.79514 -0.660 0.200 0.174
C 7.69802 -3.63970 -5.04868 -0.803 -0.006 -0.745
C 8.96696 -2.77883 -4.93932 0.616 -0.138 0.505
F 8.98042 -1.71169 -5.74762 -0.436 0.217 -0.321
F 10.05516 -3.51996 -5.27206 -0.190 -0.272 0.064
F 7.64606 -4.27553 -6.24036 0.245 0.118 -0.078
F 7.81994 -4.61810 -4.10543 0.154 0.278 0.241
O 5.55346 -2.48628 -5.91994 1.129 0.273 -0.474
C 5.82555 -1.24175 -6.51111 -0.452 -0.862 1.621
C 6.41020 -1.36140 -7.92798 -0.041 -0.057 -0.624
F 7.47408 -2.18013 -7.98773 0.126 -0.118 0.350
F 6.81631 -0.14939 -8.37251 -0.161 0.157 0.237
F 6.57639 -0.50426 -5.67772 0.447 0.191 -0.304
F 4.64417 -0.60394 -6.60195 -0.034 -0.040 -0.437
H 5.69129 -3.74653 -4.37856 0.127 -0.026 -0.178
H 6.38629 -2.20686 -4.00956 0.220 0.120 -0.173
H 9.10340 -2.42920 -3.91089 -0.163 -0.099 0.023
H 5.65767 -1.75134 -8.61625 -0.187 0.055 0.168
C -0.57355 6.92323 7.20194 0.478 0.026 0.509
C -1.84958 7.07750 6.33392 0.851 0.468 -0.343
C -2.43199 5.82477 5.65808 -0.749 -0.453 -0.084
F -1.57093 5.18628 4.85596 0.617 0.151 0.061
F -3.48431 6.17483 4.88735 -0.039 0.371 0.214
F -1.63026 8.05958 5.43166 -0.050 -0.138 -0.167
F -2.82127 7.54518 7.17052 -0.044 -0.319 0.165
O 0.72531 7.19549 6.62753 -0.482 -0.471 -0.963
C 1.39333 6.22193 5.86582 -0.860 0.278 1.550
C 1.48541 6.57744 4.37343 0.173 0.252 -0.592
F 0.29530 6.89013 3.84122 -0.299 -0.022 0.271
F 1.97153 5.52788 3.67459 0.174 -0.147 0.288
F 0.84686 5.02073 6.09979 -0.083 -0.210 -0.484
F 2.64700 6.15684 6.36016 0.222 0.215 -0.297
H -0.66149 7.69366 7.97123 -0.036 0.053 -0.234
H -0.56846 5.97975 7.75007 -0.056 -0.143 -0.313
H -2.78969 5.11408 6.41073 0.077 0.124 0.126
H 2.14574 7.43424 4.22249 0.121 -0.030 0.256
```
Forces are in eV/Å.

Atomic partial charges in e from the Mulliken method, atoms 1 to 8: -0.7905, 0.5257, -0.9755, -1.0236, -0.3034, -0.3092, -0.7852, 0.1979

=====

Entry 3:
4 unconnected molecules or ions with the total composition C29H60N3O5 in a non-equilibrium geometry, computed with ωB97M-V/def2-TZVPD.

Results
- charge = -1
- highest occupied orbital energy (eV) = -3.60
- HOMO-LUMO gap (eV) = 5.70
- energy (eV) = -45748.60229

Geometry as XYZ:
```
97
Properties=species:S:1:pos:R:3:forces:R:3
C -0.98617 -1.45222 0.11325 0.422 0.888 -1.566
C -1.83854 -0.30649 -0.59477 -1.332 0.217 -0.654
O -2.24193 0.61769 0.12491 0.595 0.479 1.727
O -2.20854 -0.37461 -1.79924 1.222 -1.456 -0.101
H -0.47412 -2.04660 -0.64347 -0.673 -0.626 -0.257
H -1.62458 -2.03064 0.78105 0.243 0.027 0.000
H -0.09438 -1.04075 0.58600 -0.442 0.439 0.809
C -4.04108 -5.30337 -2.83644 -0.770 0.761 0.559
C -4.46557 -5.59123 -4.29425 0.386 -0.873 0.057
C -6.04025 -6.00757 -4.31907 1.602 0.195 -0.345
C -6.59234 -6.05291 -5.71958 -0.142 1.282 -1.059
C -6.30838 -4.78137 -6.53164 -0.090 0.227 -0.039
C -4.88304 -4.29648 -6.54005 2.584 -1.286 -0.921
N -4.30735 -4.30245 -5.14166 -3.751 -1.293 0.399
O -3.08050 -3.73698 -5.13548 2.070 -0.255 -0.003
C -3.96418 -5.21098 -7.44986 0.295 0.691 -0.018
C -4.78574 -2.88302 -7.17843 0.182 0.031 0.211
C -3.59894 -6.83975 -4.77323 -0.687 0.692 -0.752
H -4.37265 -6.05728 -2.12246 -0.417 -0.446 -0.390
H -4.52967 -4.38979 -2.49769 -0.068 0.203 -0.039
H -3.00148 -5.18530 -2.53083 0.333 0.063 -1.023
H -6.20657 -7.02370 -3.96141 0.537 0.035 0.716
H -6.59355 -5.31124 -3.68892 0.007 0.076 -0.055
H -7.66844 -6.21934 -5.76874 -0.195 0.056 0.464
H -6.22120 -6.86169 -6.34904 0.497 -0.327 0.408
H -6.82683 -3.86464 -6.25072 -0.900 -0.453 0.399
H -6.58555 -5.05020 -7.55096 -0.046 0.478 -0.269
H -4.15249 -6.28312 -7.50600 -0.155 0.062 0.536
H -3.94018 -4.88664 -8.49021 -0.333 0.198 -0.080
H -2.95679 -5.00624 -7.08744 0.180 -0.434 -0.041
H -4.68663 -2.87690 -8.26390 -0.953 -0.640 -0.215
H -5.64698 -2.29385 -6.86343 0.204 0.320 -0.064
H -3.84952 -2.34781 -7.01981 -0.044 -0.114 1.087
H -3.46395 -7.68850 -4.10278 -0.423 0.396 0.718
H -2.58580 -6.54491 -5.04657 -0.104 0.240 -0.194
H -4.11400 -7.27079 -5.63173 0.348 -0.013 -0.251
H -3.12903 -2.95626 -4.57895 -0.113 0.194 0.278
C 6.65457 -1.54786 7.42442 -0.080 -0.023 -0.008
C 6.42505 -0.41667 6.41059 -0.793 1.520 -0.097
C 6.45428 -0.90032 4.93737 -0.248 -0.609 1.164
C 5.19894 -1.64194 4.45911 2.011 -0.325 0.863
C 3.98726 -0.78438 4.67331 0.709 0.590 0.111
C 3.85537 -0.11837 6.13095 -1.395 0.267 0.088
N 5.16446 0.32875 6.71922 0.226 -1.616 -4.090
O 5.11932 0.92652 7.95344 -0.484 0.214 0.637
C 2.92982 1.14402 5.97128 1.139 -0.223 -0.632
C 3.08376 -1.10481 7.00559 -0.185 -0.947 0.030
C 7.58777 0.59419 6.54230 -0.038 -0.963 1.386
H 7.31017 -2.32793 7.03742 -0.003 -0.066 -0.071
H 7.13053 -1.15192 8.32153 -0.099 0.009 0.087
H 5.70230 -1.98576 7.72363 0.137 -0.123 -0.055
H 6.70287 -0.06629 4.28109 -0.060 0.006 -0.023
H 7.30661 -1.57066 5.04820 0.197 -0.110 -0.939
H 5.39983 -2.03850 3.46388 -0.510 0.726 -0.563
H 5.13374 -2.60557 4.96434 -0.220 0.035 0.773
H 3.20745 -1.46986 4.34149 -0.961 0.722 0.684
H 4.03795 0.05136 3.97540 -0.107 0.012 -0.178
H 2.79816 1.71974 6.88742 -0.317 -0.450 0.227
H 1.98990 0.86235 5.49660 -0.144 -0.028 0.380
H 3.39877 1.84806 5.28388 0.189 0.003 -0.205
H 3.69519 -2.00239 7.09830 0.001 -0.061 0.617
H 2.16922 -1.48791 6.55288 -0.015 0.280 -0.671
H 2.68358 -0.74014 7.95162 0.807 0.214 0.287
H 7.59648 0.78622 7.61522 0.241 0.649 0.001
H 8.51353 0.04393 6.37413 0.190 0.161 -0.355
H 7.55412 1.53221 5.98815 -0.290 -0.308 -0.214
H 5.00587 1.83013 7.64977 0.093 0.450 0.751
C 1.09591 6.57489 -2.28901 -0.291 -0.058 0.790
C 0.43280 5.27279 -1.72236 -0.463 0.755 -0.084
C 1.40172 4.51655 -0.67193 -1.695 1.782 -1.600
C 1.42854 5.14465 0.71029 -0.769 -0.858 0.975
C -0.06489 5.23826 1.29948 2.705 0.331 -2.599
C -0.96954 6.09485 0.35275 1.195 -0.092 0.834
N -0.90953 5.58426 -1.06313 1.769 -2.128 1.067
O -1.83309 6.12124 -1.96808 0.550 0.442 0.654
C -2.33983 5.85571 0.92075 -0.443 -0.043 -0.999
C -0.63997 7.60663 0.49017 -0.814 -0.215 -0.525
C 0.25019 4.36261 -2.98725 0.882 -0.499 1.851
H 1.23169 7.34454 -1.52921 0.268 -0.109 0.112
H 0.45357 7.03517 -3.03978 -0.068 -0.135 -0.216
H 2.05531 6.36894 -2.76360 0.003 -0.090 0.009
H 1.03188 3.49539 -0.57950 0.206 -0.089 -0.207
H 2.34823 4.59825 -1.20630 0.288 -0.528 0.369
H 2.09682 5.99730 0.83062 -0.477 0.528 -0.322
H 1.91470 4.38930 1.32769 0.158 -0.071 0.288
H -0.00943 5.64064 2.31097 -0.400 -0.015 -0.084
H -0.33868 4.18383 1.26325 -0.645 0.140 0.340
H -3.04026 6.40848 0.29471 -0.451 -0.042 0.323
H -2.51818 4.78634 0.80789 -0.396 0.057 0.230
H -2.36735 6.17415 1.96284 -0.188 -0.036 -0.071
H -0.88640 8.05847 1.45101 0.238 -0.472 0.380
H 0.36139 7.91883 0.19369 -0.141 -0.118 -0.038
H -1.41638 8.04107 -0.13955 0.305 0.602 -0.501
H -0.05861 4.83074 -3.92190 -0.560 0.008 0.429
H -0.27247 3.47067 -2.64175 -0.706 0.133 -0.589
H 1.24967 3.96795 -3.17002 0.308 0.090 -0.227
H -1.41757 6.96909 -2.14153 -0.423 0.693 -0.605
```
Forces are in eV/Å.

Atomic partial charges in e from the Mulliken method, atoms 1 to 8: -0.7601, 0.5229, -0.7173, -0.7130, 0.2756, 0.1878, 0.2132, -1.9388

=====

Entry 4:
BrH2IO2Si in the gas phase in a non-equilibrium geometry, computed with ωB97M-V/def2-TZVPD.

Results
- highest occupied orbital energy (eV) = -10.06
- HOMO-LUMO gap (eV) = 10.20
- SMILES string = O[Si](O)(Br)I
- energy (eV) = -90152.95886

Geometry as XYZ:
```
7
Properties=species:S:1:pos:R:3:forces:R:3
O -1.02392 0.96967 -0.03244 -0.453 -0.951 0.750
O -0.61466 -1.33589 0.44167 -0.379 -0.528 0.090
Si 0.18470 -0.06740 -0.07660 0.146 1.808 -0.980
Br 0.62717 -0.20435 -2.23426 0.447 -0.277 -0.088
I 2.18048 0.74556 1.12797 -0.518 -0.455 -0.209
H -1.21699 1.86421 -0.15603 0.109 1.765 -0.379
H -0.13678 -1.97179 0.92969 0.648 -1.362 0.815
```
Forces are in eV/Å.

Listed below, in e, are the Mulliken charges computed for each atom: -0.4072, -0.3643, 0.4346, -0.2178, -0.0811, 0.3274, 0.3084

=====

In order of appearance, energy relative to the best compared isomer or geometry (same formula, charge and spin) = 60.88, 20.27, 66.73, 3.58 kcal per mole.